Formula: C46H52N6O7P3STa
Source: the Open Molecules 2025 dataset
Level of theory: the ωB97M-V functional and the def2-TZVPD basis

The HOMO-LUMO gap is 0.2008 hartree. The calculation puts the total energy at -4118.12811 Ha.

Geometry as ORCA input:
```
! wB97M-V def2-TZVPD RIJCOSX def2/J DEFGRID3
* xyz 2 1
Ta 0.01 -0.58 0.28
O -1.50 -1.91 1.13
C -0.94 -1.10 1.94
C -0.96 -1.09 3.39
C -1.78 -1.82 4.24
C -1.57 -1.71 5.60
C -0.56 -0.90 6.11
C 0.27 -0.18 5.25
C 0.05 -0.28 3.89
P 1.00 0.53 2.56
C 2.69 0.35 3.20
C 3.46 1.38 3.76
C 4.70 1.10 4.31
C 5.17 -0.20 4.35
C 4.40 -1.23 3.83
C 3.17 -0.96 3.26
C 0.56 2.30 2.86
C -0.66 2.61 3.46
C -1.10 3.92 3.54
C -0.33 4.95 3.02
C 0.89 4.66 2.42
C 1.33 3.35 2.34
H -2.54 -2.47 3.83
H -2.19 -2.27 6.29
H -0.40 -0.84 7.18
H 1.08 0.43 5.65
H 3.09 2.39 3.79
H 5.28 1.90 4.74
H 6.14 -0.42 4.79
H 4.75 -2.26 3.87
H 2.56 -1.77 2.88
H -1.27 1.82 3.87
H -2.04 4.14 4.02
H -0.67 5.98 3.09
H 1.51 5.46 2.03
H 2.29 3.14 1.89
N -0.70 1.97 0.20
N -1.04 2.94 -0.78
C -0.86 2.70 -2.04
O -1.21 3.52 -2.98
O -0.56 0.35 -2.84
H -1.58 1.55 0.51
H -0.27 2.48 0.98
H -1.50 3.79 -0.48
O 3.15 -1.64 0.50
C 2.40 -2.50 0.07
N 1.04 -2.52 0.39
S 0.23 -3.28 -0.81
O -0.72 -4.28 -0.47
O -0.29 -2.08 -1.52
C 1.62 -4.02 -1.58
C 1.67 -4.98 -2.56
C 2.93 -5.46 -2.90
C 4.08 -4.98 -2.27
C 4.00 -4.01 -1.28
C 2.75 -3.54 -0.94
H 0.77 -5.37 -3.03
H 3.02 -6.22 -3.66
H 5.04 -5.38 -2.55
H 4.89 -3.63 -0.78
C 3.17 1.59 -0.39
P 1.95 0.58 -1.28
C 1.32 1.73 -2.57
C -0.15 1.66 -2.87
C -0.63 2.59 -4.05
C 0.39 3.29 -4.85
C 1.67 3.27 -4.47
C 2.13 2.50 -3.31
C 2.94 -0.50 -2.36
C 2.29 -1.22 -3.37
C 3.03 -1.97 -4.27
C 4.42 -2.02 -4.17
C 5.06 -1.32 -3.16
C 4.33 -0.57 -2.25
H 3.95 1.98 -1.04
H 3.62 0.98 0.39
H 2.64 2.42 0.06
H -1.40 0.21 -2.34
H -1.47 2.19 -4.60
H 0.08 3.79 -5.76
H 2.42 3.79 -5.05
H 3.19 2.50 -3.12
H 1.21 -1.18 -3.45
H 2.53 -2.52 -5.05
H 4.99 -2.60 -4.87
H 6.14 -1.36 -3.07
H 4.85 -0.05 -1.46
C -4.16 1.79 -2.52
N -4.39 0.44 -2.03
C -4.78 -0.49 -3.08
P -3.70 -0.07 -0.62
O -2.17 0.01 -0.67
N -4.20 -1.58 -0.29
C -5.56 -1.84 0.14
C -3.48 -2.76 -0.77
N -4.26 1.02 0.48
C -3.76 0.90 1.86
C -5.59 1.63 0.44
H -5.08 2.20 -2.95
H -3.40 1.80 -3.31
H -3.85 2.45 -1.71
H -5.69 -0.14 -3.56
H -4.97 -1.48 -2.67
H -4.00 -0.58 -3.85
H -6.12 -0.92 0.29
H -5.56 -2.40 1.08
H -6.09 -2.43 -0.61
H -2.50 -2.48 -1.15
H -4.05 -3.26 -1.56
H -3.32 -3.46 0.05
H -2.77 0.46 1.87
H -4.42 0.27 2.46
H -3.72 1.89 2.32
H -6.01 1.56 -0.56
H -5.52 2.68 0.72
H -6.27 1.13 1.14
*
```

Löwdin atomic charge list, values in e, 4 entries: 1.3933 -0.1578 -0.5203 -0.2314

Formula: C46H54N4O22S
Source: the Open Molecules 2025 dataset
Level of theory: the ωB97M-V functional and the def2-TZVPD basis

The HOMO-LUMO gap (spin up / spin down) is 0.1090 / 0.2259 hartree. The calculation puts the total energy at -4057.26251 Ha. Its expectation value of S² is 0.7621.

Geometry as ORCA input:
```
! wB97M-V def2-TZVPD RIJCOSX def2/J DEFGRID3
* xyz -1 2
C 4.27 -1.54 -1.76
C 4.04 -0.28 -2.47
O 5.28 -0.08 -3.15
S 6.53 -0.45 -2.13
O 6.88 0.75 -1.42
O 7.59 -1.18 -2.81
O 5.59 -1.48 -1.10
H 4.27 -2.37 -2.46
H 3.61 -1.67 -0.89
H 3.87 0.45 -1.68
H 3.14 -0.35 -3.07
C -1.28 5.60 1.90
C -0.55 6.13 2.95
C 0.75 5.63 3.16
C 1.35 4.65 2.39
C 0.57 4.03 1.45
C -0.72 4.52 1.10
N 2.66 4.06 2.74
O 3.22 3.31 1.92
O 3.14 4.41 3.80
H -2.24 6.03 1.63
H -0.99 6.87 3.61
H 1.39 6.05 3.92
H 0.98 3.18 0.91
H -1.24 4.09 0.25
C 8.00 0.06 3.64
C 7.24 -0.12 4.84
C 5.80 -0.22 4.78
C 5.15 0.00 3.61
C 5.92 0.17 2.42
C 7.30 0.27 2.42
N 3.68 0.09 3.43
O 3.19 0.42 2.32
O 2.99 -0.49 4.33
H 9.06 0.28 3.64
H 7.81 -0.16 5.75
H 5.14 -0.28 5.62
H 5.33 0.33 1.52
H 7.90 0.46 1.55
C -0.55 -1.64 7.34
C 0.40 -1.61 6.35
C 0.04 -1.73 4.99
C -1.33 -1.93 4.69
C -2.33 -1.99 5.67
C -1.91 -1.84 7.03
N -1.67 -2.45 3.34
O -2.24 -3.56 3.27
O -1.07 -1.88 2.44
H -0.14 -1.41 8.31
H 1.43 -1.38 6.57
H 0.74 -1.59 4.18
H -3.40 -2.08 5.53
H -2.62 -1.86 7.85
C -1.09 -3.85 -4.12
C -0.78 -2.50 -4.36
C -1.89 -1.62 -4.62
C -3.22 -2.12 -4.70
C -3.40 -3.51 -4.68
C -2.35 -4.37 -4.36
N -4.40 -1.27 -4.86
O -4.23 -0.15 -5.46
O -5.49 -1.67 -4.33
H -0.28 -4.48 -3.77
H 0.18 -2.02 -4.22
H -1.71 -0.60 -4.92
H -4.37 -3.97 -4.74
H -2.54 -5.43 -4.30
O 3.23 -4.62 -0.59
C 2.49 -4.82 0.30
O 2.48 -6.02 0.95
C 2.01 -6.03 2.30
C 1.65 -4.49 2.33
C 1.65 -3.80 0.97
H 2.87 -6.24 2.93
H 1.11 -6.63 2.42
H 2.39 -3.94 2.92
H 0.63 -4.32 2.70
H 2.13 -2.84 0.81
H 0.79 -3.78 0.30
O -2.92 2.89 -3.99
C -4.08 3.09 -3.68
O -4.72 4.13 -4.20
C -6.07 4.25 -3.82
C -6.16 3.26 -2.67
C -5.10 2.15 -2.85
H -6.73 3.93 -4.63
H -6.18 5.27 -3.45
H -7.15 2.79 -2.70
H -5.98 3.79 -1.74
H -5.22 1.32 -3.55
H -4.51 1.88 -1.97
O 0.59 0.25 -3.26
C 0.29 0.15 -2.08
O 1.28 -0.17 -1.16
C 0.70 -0.24 0.14
C -0.65 0.41 0.00
C -1.05 0.19 -1.37
H 1.34 0.32 0.82
H 0.61 -1.32 0.31
H -0.49 1.45 0.27
H -1.46 0.18 0.70
H -1.80 0.92 -1.68
H -1.63 -0.70 -1.62
O -4.94 0.60 0.39
C -5.08 0.02 1.45
O -6.06 0.35 2.26
C -6.33 -0.54 3.33
C -5.36 -1.66 3.08
C -4.25 -1.11 2.14
H -7.33 -0.98 3.26
H -6.18 0.07 4.22
H -5.81 -2.47 2.50
H -4.94 -2.12 3.97
H -3.89 -1.88 1.46
H -3.36 -0.75 2.65
O -1.26 1.73 -7.66
C -0.23 2.14 -6.97
O 0.99 1.77 -7.42
C 2.06 2.37 -6.73
C 1.41 3.01 -5.46
C -0.13 2.87 -5.58
H 2.59 3.06 -7.39
H 2.87 1.69 -6.46
H 1.74 3.98 -5.08
H 1.72 2.35 -4.65
H -0.58 3.86 -5.53
H -0.43 2.27 -4.72
*
```

Löwdin atomic charge list, values in e, 4 entries: -0.1887 -0.2201 -0.1943 0.7338

Formula: C46H55BrHfN6O3
Source: the Open Molecules 2025 dataset
Level of theory: the ωB97M-V functional and the def2-TZVPD basis

The HOMO-LUMO gap is 0.2146 hartree. The calculation puts the total energy at -4961.77922 Ha. The energy above the lowest of the compared OMol25 structures with the same formula, charge and spin comes out at 0.0 kcal per mole.

Geometry as ORCA input:
```
! wB97M-V def2-TZVPD RIJCOSX def2/J DEFGRID3
* xyz 2 1
Hf 0.56 -0.06 -0.62
C 2.11 -3.31 -3.23
O 1.46 -2.51 -4.23
C 0.82 -1.43 -3.83
O 0.82 -1.02 -2.67
N 0.18 -0.85 -4.86
N -0.56 0.32 -4.71
H 2.67 -4.05 -3.78
H 1.36 -3.79 -2.60
H 2.78 -2.70 -2.62
H 0.22 -1.33 -5.75
H -1.52 0.16 -4.98
H -0.17 1.04 -5.31
Br 7.32 -3.65 1.11
C 5.98 -2.55 0.42
C 4.70 -2.59 0.96
C 3.72 -1.76 0.44
C 3.99 -0.88 -0.59
C 5.27 -0.87 -1.15
C 6.26 -1.70 -0.65
N 2.93 -0.02 -1.06
C 3.26 1.05 -1.68
C 2.33 2.00 -2.28
C 2.87 3.13 -2.88
C 2.03 4.08 -3.44
C 0.66 3.86 -3.35
C 0.20 2.71 -2.73
N 1.00 1.79 -2.21
H 4.48 -3.26 1.77
H 2.73 -1.79 0.89
H 5.52 -0.26 -2.01
H 7.24 -1.69 -1.09
H 4.30 1.33 -1.77
H 3.94 3.25 -2.91
H 2.42 4.96 -3.91
H -0.05 4.57 -3.76
H -0.86 2.53 -2.66
O 0.91 -0.89 1.52
C 1.01 -1.23 2.70
C -0.16 -1.25 3.63
C 0.15 -0.18 4.72
C 1.09 0.97 4.28
C 2.60 0.69 4.37
C 3.12 -0.24 3.28
N 2.23 -1.43 3.26
H -0.29 -2.23 4.09
H -1.06 -1.02 3.06
H 0.57 -0.66 5.60
H -0.81 0.25 5.03
H 0.88 1.82 4.94
H 0.84 1.30 3.27
H 2.83 0.26 5.35
H 3.15 1.64 4.31
H 4.14 -0.56 3.46
H 3.07 0.23 2.30
H 2.16 -1.82 4.19
C -2.99 -5.44 1.14
C -1.88 -4.54 0.65
C -0.60 -5.03 0.48
C 0.42 -4.20 0.03
C 1.82 -4.76 -0.10
C 0.11 -2.88 -0.26
C -1.19 -2.34 -0.11
C -2.16 -3.21 0.37
N -1.31 -0.98 -0.43
C -2.58 -0.20 -0.54
C -3.92 -0.94 -0.65
C -5.06 0.06 -0.92
C -4.81 0.87 -2.20
C -3.49 1.63 -2.06
C -3.56 2.58 -0.86
C -3.85 1.78 0.42
C -5.17 1.03 0.26
C -2.72 0.78 0.64
C -2.40 0.59 -1.84
H -2.61 -6.43 1.39
H -3.75 -5.56 0.37
H -3.47 -5.03 2.02
H -0.37 -6.07 0.70
H 1.81 -5.67 -0.70
H 2.21 -5.02 0.88
H 2.51 -4.05 -0.56
H 0.91 -2.24 -0.64
H -3.17 -2.87 0.53
H -4.16 -1.44 0.28
H -3.88 -1.69 -1.45
H -5.99 -0.50 -1.02
H -5.63 1.57 -2.36
H -4.77 0.20 -3.07
H -3.29 2.19 -2.98
H -4.36 3.31 -1.03
H -2.62 3.14 -0.74
H -3.90 2.46 1.27
H -6.00 1.73 0.10
H -5.40 0.47 1.18
H -2.89 0.20 1.56
H -1.78 1.33 0.77
H -1.40 1.05 -1.81
H -2.37 -0.12 -2.68
C 0.66 1.77 0.52
C 0.27 2.83 0.97
C -0.28 4.04 1.51
C -1.06 4.00 2.67
C -1.64 5.15 3.15
C -1.46 6.36 2.48
C -0.69 6.40 1.33
C -0.10 5.25 0.84
H -1.20 3.05 3.18
H -2.25 5.12 4.05
H -1.92 7.26 2.86
H -0.55 7.34 0.81
H 0.51 5.28 -0.05
*
```

Löwdin atomic charge list, values in e, 4 entries: 1.7524 0.0112 0.0262 -0.5067

Formula: C46H55CdIN9O4PS2
Source: the Open Molecules 2025 dataset
Level of theory: the ωB97M-V functional and the def2-TZVPD basis

The HOMO-LUMO gap (spin up / spin down) is 0.1328 / 0.1460 hartree. The calculation puts the total energy at -4182.24642 Ha.

Geometry as ORCA input:
```
! wB97M-V def2-TZVPD RIJCOSX def2/J DEFGRID3
* xyz -2 1
Cd 0.62 0.63 0.39
C 0.91 5.73 2.59
N 0.60 5.38 1.23
C 0.31 6.46 0.33
C 0.40 4.05 0.86
N 1.27 2.98 1.15
C 2.50 3.19 1.68
C 3.38 4.19 1.24
C 4.64 4.35 1.81
C 5.08 3.51 2.80
C 4.28 2.42 3.25
C 4.79 1.53 4.22
C 4.08 0.43 4.62
C 2.81 0.18 4.09
C 2.23 1.03 3.19
N 0.97 0.73 2.61
C -0.13 0.49 3.31
N -1.32 -0.08 2.71
C -2.58 0.02 3.42
C -1.28 -1.10 1.55
N -0.29 0.74 4.67
C -0.34 -0.38 5.59
C 0.17 1.99 5.23
C 2.98 2.22 2.71
N -0.85 3.83 -0.07
C -0.80 2.40 -1.33
C -2.14 4.03 0.60
H 0.18 6.46 2.98
H 1.91 6.17 2.67
H 0.88 4.85 3.23
H 0.95 7.32 0.55
H -0.74 6.80 0.40
H 0.50 6.16 -0.70
H 3.06 4.85 0.45
H 5.29 5.15 1.46
H 6.07 3.65 3.23
H 5.79 1.70 4.62
H 4.51 -0.26 5.33
H 2.29 -0.73 4.36
H -2.66 0.97 3.94
H -2.70 -0.80 4.15
H -3.40 -0.05 2.71
H -0.29 -0.96 0.91
H -2.12 -1.00 0.90
H -1.27 -2.17 1.94
H -0.54 -1.30 5.05
H -1.13 -0.22 6.33
H 0.61 -0.49 6.12
H 0.07 2.79 4.49
H 1.22 1.94 5.56
H -0.45 2.24 6.09
H 0.16 2.44 -1.85
H -1.60 2.45 -2.05
H -0.95 1.25 -0.79
H -2.12 4.95 1.19
H -2.38 3.20 1.26
H -2.93 4.12 -0.15
I 0.93 -1.88 2.27
O 3.44 2.16 -0.97
C 2.53 1.65 -0.54
O -0.56 2.39 0.14
O -0.11 -1.58 -0.37
H 0.04 -2.44 0.15
H -0.59 -1.81 -1.18
C -4.70 -5.43 1.45
C -4.92 -4.63 0.19
C -6.19 -4.32 -0.26
C -6.38 -3.55 -1.41
C -5.29 -3.07 -2.12
N -5.54 -2.29 -3.26
C -4.65 -1.58 -4.06
O -4.85 -1.49 -5.26
N -3.56 -1.02 -3.46
C -3.43 -0.45 -2.16
C -4.53 -0.18 -1.33
C -4.24 0.39 -0.08
C -2.95 0.65 0.29
N -1.85 0.41 -0.49
C -2.16 -0.13 -1.75
C -4.00 -3.40 -1.69
C -3.83 -4.16 -0.55
H -5.64 -5.85 1.82
H -4.28 -4.80 2.24
H -4.01 -6.26 1.27
H -7.06 -4.67 0.29
H -7.38 -3.32 -1.73
H -6.42 -2.44 -3.72
H -2.83 -0.78 -4.12
H -5.55 -0.36 -1.63
H -5.04 0.63 0.61
H -2.73 1.09 1.25
H -1.31 -0.31 -2.39
H -3.13 -3.09 -2.24
H -2.82 -4.40 -0.22
S 1.81 0.33 -5.19
P 2.42 -0.98 -3.83
S 1.77 -0.40 -2.03
C 1.84 -2.66 -4.27
C 2.21 -3.21 -5.49
C 1.80 -4.49 -5.84
C 1.01 -5.23 -4.96
C 0.64 -4.68 -3.74
C 1.06 -3.40 -3.40
C 4.23 -1.19 -3.80
C 4.81 -2.02 -2.84
C 6.18 -2.21 -2.81
C 6.99 -1.56 -3.74
C 6.42 -0.72 -4.69
C 5.04 -0.54 -4.72
H 2.81 -2.63 -6.18
H 2.08 -4.91 -6.80
H 0.68 -6.22 -5.23
H 0.02 -5.25 -3.06
H 0.76 -2.97 -2.45
H 4.18 -2.52 -2.11
H 6.62 -2.85 -2.06
H 8.06 -1.69 -3.71
H 7.04 -0.21 -5.40
H 4.59 0.12 -5.45
*
```

Löwdin atomic charge list, values in e, 4 entries: 1.4108 -0.0885 -0.2252 -0.0974

Number 1 is which compound?
C46H52N6O7P3STa

Which of these has the lowest total energy?
C46H55BrHfN6O3

Number 2 is which compound?
C46H54N4O22S